[1]
This record from OMol25 describes an isolated ion of composition C3H10NO and charge +2 at a distorted geometry. The level of theory is ωB97M-V/def2-TZVPD.

```
15
Properties=species:S:1:pos:R:3:forces:R:3:mulliken_charge:R:1
O 2.0324 1.3946 0.1508 0.8 -0.6 -0.8 -0.055
C 0.6551 1.6115 0.1067 -1.3 4.2 3.9 -0.315
C -0.0639 0.3123 0.5335 1.7 -1.5 -0.4 -0.486
N -0.4323 -0.5547 -0.6385 -0.5 0.1 -0.4 -0.243
C -0.8972 -1.9494 -0.3519 -1.2 -0.5 1.3 -0.846
H 2.6059 1.8145 0.8733 -0.7 0.1 -0.5 0.486
H 0.3329 2.1450 -0.8480 0.6 -0.9 0.4 0.367
H 0.4464 2.3980 1.0132 0.1 -1.7 -2.3 0.391
H 0.6793 -0.1446 1.2035 -0.6 -0.6 -0.2 0.398
H -0.9915 0.3983 1.0955 0.1 0.9 0.1 0.441
H -1.2319 -0.0241 -0.9556 -0.6 -0.2 -0.9 0.388
H 0.1873 -0.6601 -1.4570 0.4 0.6 0.5 0.372
H -1.5931 -1.9246 0.4990 0.9 0.1 0.7 0.379
H -1.7201 -2.2125 -1.0371 1.3 -0.3 -0.9 0.359
H -0.0092 -2.6043 -0.1875 -1.1 0.3 -0.4 0.365
```
Forces are in eV/Å.

Values from the calculation:
⟨S²⟩	0.7543
gap between HOMO and LUMO (spin up / spin down)	13.7206 / 6.7296	eV
charge	+2
max |F|	5.9	eV Å⁻¹
ΔE to the lowest compared entry with this formula, charge and spin	425.6	kJ/mol
HOMO (spin up / spin down)	-21.96 / -21.94	eV
multiplicity	2
energy	-249.43890	hartree



[2]
This record from OMol25 describes a 2-piece molecular cluster, C3H10NO overall at a distorted geometry. The level of theory is ωB97M-V/def2-TZVPD.

```
15
Properties=species:S:1:pos:R:3:forces:R:3:mulliken_charge:R:1
O 3.1782 0.1088 0.6762 0.0 -0.6 0.1 -0.070
C 2.0575 -0.5447 0.2426 0.0 0.4 0.1 -0.298
C 1.0813 0.4265 -0.4627 0.6 -1.0 0.1 -0.393
N -0.1747 -0.1729 -0.5674 1.0 1.0 -0.8 0.004
C -3.2123 0.1410 0.1987 1.0 0.5 0.3 -0.849
H 3.8789 -0.5034 1.0578 -0.2 0.3 -0.1 0.474
H 1.5660 -1.1100 1.0699 0.1 -0.2 0.3 0.425
H 2.3676 -1.3947 -0.4223 0.1 -0.1 0.1 0.421
H 1.0355 1.3172 0.2342 -0.6 0.1 -0.1 0.408
H 1.5496 0.8274 -1.3767 -0.5 0.3 -0.2 0.449
H -0.5631 0.1745 -1.4761 -0.7 -0.1 0.4 0.423
H -4.2140 0.4144 -0.1277 0.0 0.1 -0.2 0.302
H -2.6867 -0.4156 -0.5791 -0.5 -0.5 0.1 0.194
H -2.6516 1.0903 0.3656 -0.3 0.1 0.0 0.212
H -3.2123 -0.3589 1.1670 0.0 -0.3 -0.2 0.298
```
Forces are in eV/Å.

Values from the calculation:
⟨S²⟩	0.7546
gap between HOMO and LUMO (spin up / spin down)	5.2803 / 4.5825	eV
charge	+2
max |F|	1.6	eV Å⁻¹
ΔE to the lowest compared entry with this formula, charge and spin	887.8	kJ/mol
HOMO (spin up / spin down)	-19.98 / -20.00	eV
multiplicity	2
energy	-249.26284	hartree



[3]
This record from OMol25 describes a 2-piece molecular cluster, C3H10NO overall at a distorted geometry. The level of theory is ωB97M-V/def2-TZVPD.

```
15
Properties=species:S:1:pos:R:3:forces:R:3:mulliken_charge:R:1
C 0.1155 -1.4485 2.1308 -0.4 1.4 -2.3 -0.315
O 0.6284 -1.3151 0.6985 -0.5 -1.4 3.8 -0.208
H -0.8011 -0.8329 1.9875 0.4 -0.7 0.9 0.272
H 0.0354 -2.4840 2.5792 0.5 0.8 -0.7 0.361
H 0.9062 -0.7866 2.6739 -0.5 -0.7 -0.3 0.372
H 1.3983 -1.8958 0.5977 0.8 -0.9 -0.4 0.423
C -1.3855 0.4720 -1.2514 -0.9 -1.5 2.8 -0.740
C 0.6806 1.8246 -1.1729 1.6 -1.6 3.2 -0.032
N -0.0326 0.8291 -0.7568 1.0 -1.4 -0.5 0.080
H -2.1068 0.1461 -0.4320 1.1 0.9 -0.6 0.288
H -1.4562 -0.3929 -1.9133 1.0 0.2 -0.3 0.335
H -1.7212 1.3365 -1.6980 -1.2 1.7 -1.2 0.351
H 0.1778 2.7648 -1.2062 0.0 0.9 -1.8 0.330
H 1.8019 1.6324 -0.9557 -1.8 1.3 -0.6 0.260
H 0.5032 0.1416 -0.1628 -1.0 0.9 -2.0 0.223
```
Forces are in eV/Å.

Values from the calculation:
⟨S²⟩	0.7545
gap between HOMO and LUMO (spin up / spin down)	11.4896 / 5.3486	eV
charge	+2
max |F|	4.0	eV Å⁻¹
ΔE to the lowest compared entry with this formula, charge and spin	519.4	kJ/mol
HOMO (spin up / spin down)	-20.72 / -20.71	eV
multiplicity	2
energy	-249.40316	hartree



[4]
This record from OMol25 describes a 2-piece molecular cluster, C3H10NO2 overall at a distorted geometry. The level of theory is ωB97M-V/def2-TZVPD.

```
16
Properties=species:S:1:pos:R:3:forces:R:3:mulliken_charge:R:1
C 0.0008 0.1704 1.1663 -0.4 0.8 0.5 -0.847
O -0.8669 -0.8592 1.2135 0.2 -0.2 -0.3 -0.883
C 1.0199 0.2450 0.0155 0.2 0.1 0.3 0.804
C 0.3950 0.5860 -1.3115 -0.2 -0.1 -0.5 -1.551
N 1.8710 -0.9405 -0.1320 0.2 0.0 -0.2 -0.794
H -0.5281 1.1761 1.1355 0.2 -0.2 -0.1 0.217
H 0.6469 0.2900 2.0810 -0.1 -0.4 0.1 0.352
H 1.6814 1.0646 0.3386 0.1 0.0 -0.3 0.192
H -0.4476 -0.0659 -1.5551 0.1 -0.2 0.2 0.302
H 1.1298 0.5060 -2.1193 0.0 0.1 0.0 0.409
H -0.0256 1.5871 -1.2975 0.0 0.2 0.0 0.341
H 1.3021 -1.7013 -0.4866 -0.1 -0.1 0.2 0.253
H 2.2019 -1.2204 0.7852 -0.2 -0.1 0.0 0.269
H -2.0437 -0.5636 0.3353 0.1 -0.1 0.3 0.461
H -3.4981 0.1263 0.1400 0.1 0.1 0.3 0.227
O -2.8387 -0.4005 -0.3088 -0.2 -0.1 -0.5 -0.749
```
Forces are in eV/Å.

Values from the calculation:
gap between HOMO and LUMO	7.7041	eV
charge	-1
max |F|	1.0	eV Å⁻¹
ΔE to the lowest compared entry with this formula, charge and spin	8.0	kJ/mol
HOMO	-3.31	eV
multiplicity	1
energy	-325.55161	hartree